Molecular formula: C4H6O7Rb
Method: DFT, the ωB97M-V functional and the def2-TZVPD basis

Structure (XYZ):
```
18
Properties=species:S:1:pos:R:3:forces:R:3
O 0.00124 1.46386 -0.86881 0.4 -0.2 0.1
C 0.98068 1.04096 -0.03221 -0.6 0.1 0.0
C 1.50534 -0.34428 -0.42651 -0.4 -0.2 0.1
O 2.79541 -0.06824 -1.03841 0.4 -0.3 -0.1
C 3.08031 1.16206 -0.85738 -0.6 -0.1 -0.2
O 2.20900 1.88146 -0.26506 0.2 0.4 0.3
O 4.17860 1.61326 -1.30684 0.5 0.0 -0.1
H -0.43400 2.25524 -0.52639 -0.1 0.0 0.0
H 0.75612 1.17996 1.02844 0.1 -0.1 -0.2
H 0.87757 -0.82853 -1.17697 0.1 0.1 0.2
H 1.67514 -0.99637 0.43193 0.0 0.1 -0.2
H 4.27697 2.57197 -1.18598 0.0 0.1 0.1
O -3.98636 -1.02486 -0.35302 0.0 0.9 -1.1
C -3.77788 -1.75827 0.74743 -0.3 -1.7 2.1
O -2.70045 -1.61627 1.38924 0.8 0.5 -0.1
O -4.68126 -2.55328 1.09369 0.1 0.3 -0.3
Rb -3.52508 -3.55207 3.82414 -0.2 0.5 -1.0
H -3.23135 -0.42660 -0.47728 -0.3 -0.4 0.2
```
Forces are in eV/Å.

Computed properties:
**Total charge**: +1
**E**: -706.5785 hartree
**Highest occupied orbital energy**: -0.36910 hartree
**Energy above the lowest of the compared OMol25 structures with the same formula, charge and spin**: 45.5 kcal per mole

These are the Mulliken partial charges, in e, on atoms 1 to 6: -0.50, 0.25, -0.31, -0.27, 0.79, -0.31

***

Molecular formula: C31H29CrN6O3S
Method: DFT, the ωB97M-V functional and the def2-TZVPD basis

Structure (XYZ):
```
71
Properties=species:S:1:pos:R:3:forces:R:3
Cr 10.41817 9.70013 10.18665 1.0 -0.4 0.7
O 11.48905 11.42127 10.36001 0.7 -0.2 0.2
C 12.17684 11.95439 11.33001 -0.3 -1.1 0.3
C 13.20652 12.91604 11.09131 -0.5 -0.2 -0.8
C 13.90832 13.46781 12.13011 0.5 0.1 0.0
C 13.63796 13.13228 13.45968 -0.5 -0.2 1.0
C 12.63781 12.21288 13.73639 0.7 0.2 0.0
C 11.95668 11.54803 12.70487 0.1 0.1 -1.1
C 11.02486 10.51072 13.02562 -0.4 -0.2 0.3
N 10.34650 9.72317 12.24854 -0.2 0.8 0.2
C 9.27630 8.95321 12.91051 0.3 -0.3 -0.1
C 8.24754 8.42763 11.88707 -0.6 0.7 -0.1
N 8.86181 8.35409 10.57181 0.8 -0.4 -0.1
C 8.59164 7.34567 9.78927 0.4 0.4 -0.8
C 9.59060 6.72438 8.98003 1.1 0.3 -0.2
C 9.32222 5.98763 7.80219 0.8 -0.3 -0.5
C 10.36157 5.53206 6.99094 -1.1 0.0 -0.1
C 11.69426 5.69448 7.37736 0.8 0.8 0.8
C 12.01396 6.34485 8.56256 0.0 -1.0 -0.1
C 11.00041 6.91206 9.37156 -1.0 1.4 0.4
O 11.30763 7.69693 10.36684 -0.2 0.0 -0.7
H 13.43133 13.17841 10.04511 -0.2 -0.2 0.6
H 14.73431 14.14806 11.90866 -0.3 -0.1 0.1
H 14.17574 13.55695 14.31844 -0.1 0.0 -0.7
H 12.44551 11.99346 14.78745 -0.1 -0.2 -0.3
H 10.85228 10.37930 14.10719 0.0 0.1 -0.2
H 8.76722 9.59313 13.63871 0.0 -0.1 -0.1
H 9.71814 8.11746 13.46078 0.0 0.0 -0.1
H 7.38374 9.10497 11.87116 0.0 0.0 0.0
H 7.89524 7.43662 12.19227 0.0 0.2 0.0
H 7.54428 7.07609 9.64815 -0.1 -0.8 0.6
H 8.31052 5.75784 7.48142 -0.1 0.3 0.1
H 10.12235 5.06633 6.03043 0.1 0.0 0.4
H 12.53579 5.39438 6.73924 -0.6 -0.1 0.2
H 13.04507 6.41620 8.92386 -0.4 0.2 -0.3
C 14.07342 8.43517 12.05857 -0.1 0.3 -0.1
C 14.49275 9.03014 10.73768 -0.5 0.0 0.0
C 15.85539 9.31225 10.46464 0.2 -0.1 0.1
C 16.20257 9.74794 9.21319 -0.4 0.0 0.4
C 15.18463 9.89254 8.23155 0.0 0.0 0.0
C 15.53070 10.18402 6.88442 -1.2 0.0 -0.3
C 14.49670 10.26160 5.96745 1.3 0.2 -0.2
C 13.17593 10.12060 6.35208 -1.4 -0.3 0.0
C 12.76125 9.83568 7.64548 1.6 0.4 0.0
S 11.05057 9.72195 7.83946 -1.1 -0.2 0.7
C 13.81020 9.68522 8.64598 0.5 0.2 -1.5
N 13.51457 9.27199 9.88334 0.4 -0.1 0.6
H 14.87062 7.84757 12.51332 0.0 0.0 0.0
H 13.18126 7.82538 11.89640 0.1 0.1 0.0
H 13.81227 9.24921 12.74342 0.0 -0.1 0.1
H 16.59052 9.14512 11.26402 -0.3 0.1 -0.5
H 17.23499 9.98742 8.96006 -0.2 -0.1 0.0
H 16.55568 10.30961 6.55455 0.0 0.0 0.3
H 14.70284 10.43904 4.90928 0.0 0.0 0.3
H 12.37071 10.19543 5.60113 0.6 0.0 0.3
C 7.28601 14.18167 11.56322 0.4 -0.1 0.1
N 7.42504 13.07074 10.61052 0.7 0.1 0.3
C 6.49606 12.91725 9.64167 0.7 -0.5 0.0
C 6.62565 11.88335 8.77380 -0.4 0.0 -0.3
C 7.76433 11.02394 8.88885 0.9 -0.3 0.5
N 8.73641 11.15122 9.84395 -1.1 0.7 -0.1
C 8.62819 12.21884 10.75090 -0.3 0.6 0.8
O 9.40203 12.49453 11.67072 -1.9 -0.5 -1.8
N 7.83906 10.02140 7.98698 -0.1 0.3 0.2
H 6.30700 14.66127 11.43464 0.3 -0.2 0.0
H 8.08579 14.92159 11.41392 -0.2 -0.3 0.0
H 7.37532 13.78994 12.58029 0.0 0.1 -0.2
H 5.69062 13.65841 9.59380 0.3 -0.4 0.1
H 5.88652 11.68592 7.98698 0.4 0.2 0.4
H 7.15880 10.03585 7.23889 0.3 -0.1 0.2
H 8.69332 9.50360 7.81302 0.0 0.1 0.1
```
Forces are in eV/Å.

Computed properties:
**Expectation value of S²**: 3.797
**E**: -3195.7036 hartree
**2S+1**: 4
**Highest occupied orbital energy (spin up / spin down)**: -0.23891 / -0.24225 hartree
**Energy above the lowest of the compared OMol25 structures with the same formula, charge and spin**: 2.4 kcal per mole

These are the Mulliken partial charges, in e, on atoms 1 to 6: 0.65, -0.44, 0.63, -0.67, -0.48, -0.70

***

Molecular formula: C9H12BaN2O2S
Method: DFT, the ωB97M-V functional and the def2-TZVPD basis

Structure (XYZ):
```
27
Properties=species:S:1:pos:R:3:forces:R:3
Ba 0.13084 -0.93348 1.77244 -0.1 0.2 0.0
N -0.78073 -1.76380 -0.88072 0.1 0.0 -0.2
C 0.12865 -1.22928 -1.92484 -0.1 0.0 0.1
C 1.59909 -1.42296 -1.59910 0.0 0.0 0.0
N 2.00013 -0.64333 -0.41204 -0.1 0.0 0.0
H -1.13478 -2.66903 -1.16758 0.0 0.0 0.0
H -1.57882 -1.13386 -0.82241 0.0 0.0 0.0
H -0.07498 -0.16159 -2.02740 0.0 0.0 0.0
H -0.07217 -1.68966 -2.89507 0.0 0.0 0.0
H 2.17614 -1.14368 -2.48687 0.0 0.0 0.0
H 1.80061 -2.48044 -1.40458 0.0 0.0 0.0
H 1.71666 0.33142 -0.52911 0.0 0.0 0.0
H 3.01001 -0.63608 -0.32482 0.0 0.0 0.0
O 0.63657 2.61954 3.90513 -0.1 -0.1 0.0
C -0.24437 2.03315 3.29916 0.1 -0.2 0.0
O -0.40604 0.73341 3.31051 0.0 0.3 0.0
C -1.26421 2.81448 2.50143 0.0 -0.1 -0.2
C -1.90374 3.85224 3.17211 0.0 0.0 0.0
C -2.89440 4.60602 2.56513 0.0 0.0 0.0
C -3.23801 4.33305 1.24927 0.0 0.0 -0.1
C -2.58133 3.32961 0.55581 0.0 0.0 0.1
C -1.58611 2.55316 1.15679 0.1 0.0 0.1
S -0.75786 1.36994 0.11632 0.0 -0.1 0.2
H -1.60324 4.06157 4.19106 0.0 0.0 0.0
H -3.38534 5.40005 3.11301 0.0 0.0 0.0
H -4.00806 4.90791 0.74911 0.0 0.0 0.0
H -2.82499 3.13739 -0.48128 0.0 0.0 0.0
```
Forces are in eV/Å.

Computed properties:
**E**: -1033.9149 hartree
**Highest occupied orbital energy**: -0.25453 hartree
**Energy above the lowest of the compared OMol25 structures with the same formula, charge and spin**: 0.0 kcal per mole

These are the Mulliken partial charges, in e, on atoms 1 to 6: 1.69, -0.50, -0.48, -0.67, -0.45, 0.20

***

Molecular formula: C26H19N3O6
Method: DFT, the ωB97M-V functional and the def2-TZVPD basis

Structure (XYZ):
```
54
Properties=species:S:1:pos:R:3:forces:R:3
C -11.18979 0.07242 -0.45337 -0.2 0.2 0.0
O -10.16835 -0.89802 -0.45346 0.3 -0.2 0.0
C -8.89178 -0.50343 -0.23669 0.3 -0.1 0.0
C -8.48507 0.81033 -0.01482 -0.3 -0.1 0.0
C -7.14877 1.08744 0.19362 0.3 -0.2 0.0
C -6.18693 0.08173 0.16941 -0.4 0.1 0.0
C -4.77703 0.48024 0.40729 0.2 -0.1 -0.1
O -4.47115 1.47136 1.03894 0.1 0.1 0.0
N -3.85498 -0.35956 -0.17760 -0.6 -0.2 -0.1
N -2.51293 -0.32780 -0.16131 0.7 0.0 0.0
C -1.82664 0.52853 0.48956 -0.8 0.2 0.1
C -0.37780 0.45628 0.43522 0.9 -0.1 -0.1
C 0.39700 1.40160 1.11316 -0.3 -0.3 -0.2
C 1.77464 1.33661 1.09019 0.4 -0.2 -0.2
C 2.42684 0.34341 0.36670 -0.4 -0.3 0.0
O 3.79673 0.32291 0.40019 0.0 0.4 0.0
C 4.42602 -0.84054 0.74148 -0.4 -0.5 0.4
O 3.81827 -1.82006 1.08385 0.2 0.3 0.0
C 5.89335 -0.69445 0.77037 0.4 -0.2 0.3
C 6.53251 -1.32619 1.81607 -0.4 0.1 -0.3
C 7.91089 -1.19095 2.00404 0.3 0.1 -0.1
C 8.64376 -0.42626 1.13882 -0.1 -0.2 0.2
C 8.03589 0.19896 0.03053 -0.3 0.0 -0.1
C 8.79843 0.95138 -0.88800 0.0 0.1 -0.2
C 8.21345 1.51788 -1.98464 0.3 0.0 0.1
C 6.84248 1.33735 -2.21825 -0.2 -0.1 0.1
C 6.07116 0.62392 -1.34217 0.0 0.2 -0.3
C 6.63584 0.05808 -0.18062 0.3 0.0 0.2
C 1.65591 -0.58867 -0.34074 -0.5 0.8 0.6
N 2.25953 -1.58883 -1.19060 0.0 -0.2 -0.3
O 1.63781 -2.60417 -1.38803 -0.1 -0.3 0.0
O 3.32942 -1.31698 -1.69501 0.3 0.0 -0.3
C 0.27293 -0.53849 -0.29014 0.2 0.1 0.0
C -6.60114 -1.23559 -0.03641 0.0 0.2 0.0
C -7.93263 -1.52174 -0.23325 -0.3 0.0 -0.1
H -12.11254 -0.47293 -0.64379 0.0 0.1 0.0
H -11.03827 0.81405 -1.24370 0.0 0.0 0.0
H -11.26166 0.57854 0.51413 0.0 0.0 0.0
H -9.19840 1.61871 0.00175 -0.1 0.0 0.0
H -6.82612 2.10148 0.37562 0.0 0.1 0.0
H -4.20015 -1.11370 -0.75757 0.1 0.3 0.2
H -2.25323 1.32467 1.09274 -0.2 -0.1 -0.1
H -0.09077 2.18491 1.67369 -0.1 0.1 0.1
H 2.37546 2.04935 1.63301 0.1 0.0 0.1
H 5.94574 -1.91368 2.50649 -0.1 0.0 0.0
H 8.38401 -1.68471 2.83933 0.1 0.0 0.1
H 9.70721 -0.29904 1.28389 0.1 0.0 0.0
H 9.85925 1.05860 -0.71143 0.1 0.0 0.0
H 8.80337 2.09028 -2.68539 0.1 0.0 0.0
H 6.39676 1.76082 -3.10608 -0.1 0.0 -0.1
H 5.02791 0.46472 -1.55589 -0.1 0.0 0.0
H -0.30448 -1.27249 -0.83042 0.0 0.0 0.0
H -5.89482 -2.05255 -0.00623 0.1 -0.1 0.0
H -8.26718 -2.53574 -0.38450 0.0 -0.1 0.0
```
Forces are in eV/Å.

Computed properties:
**E**: -1617.7998 hartree
**SMILES**: COc1ccc(C(=O)N/N=C/c2ccc(OC(=O)c3cccc4ccccc34)c([N+](=O)[O-])c2)cc1
**Highest occupied orbital energy**: -0.30933 hartree

These are the Mulliken partial charges, in e, on atoms 1 to 6: -0.83, -0.44, 0.90, -0.33, -0.85, 0.38

***

Molecular formula: H14O7Sr
Method: DFT, the ωB97M-V functional and the def2-TZVPD basis

Structure (XYZ):
```
22
Properties=species:S:1:pos:R:3:forces:R:3
Sr -0.10973 0.11420 0.33836 0.2 -0.4 -0.2
O 1.88696 1.58993 0.15073 0.6 0.2 0.5
H 2.34306 1.69036 1.00362 0.0 0.2 -0.3
H 2.43274 2.08676 -0.47778 -0.2 -0.1 0.0
O -1.20661 1.54944 2.15213 0.2 0.5 -0.1
H -1.61795 1.60399 3.02820 0.1 -0.2 -0.2
H -1.03552 2.47369 1.90564 -0.2 -0.1 0.2
O -0.79702 -1.66928 1.98158 0.0 -0.4 0.2
H -0.20268 -2.40831 2.18568 -0.1 0.2 0.0
H -1.61449 -1.86421 2.46484 0.1 0.1 -0.1
O -1.18684 1.81828 -1.13460 -0.4 0.3 -0.4
H -0.86379 1.98437 -2.03499 0.0 0.1 0.2
H -2.00845 2.33023 -1.06152 0.2 -0.1 0.0
O 1.09204 -0.30123 -2.19852 -0.3 -0.1 0.0
H 0.59161 -0.63945 -2.95531 0.2 0.1 0.1
H 1.98863 -0.64076 -2.31985 -0.1 0.1 0.0
O 1.79894 -1.66348 0.36184 0.2 -0.1 -0.1
H 2.74264 -1.44716 0.40660 -0.2 -0.1 0.1
H 1.75252 -2.51207 -0.10409 0.1 0.1 0.2
O -1.76874 -1.19553 -0.95901 -0.3 -0.2 -0.5
H -1.94471 -2.14225 -1.07132 0.0 0.2 0.1
H -2.27261 -0.75752 -1.66224 0.0 -0.1 0.2
```
Forces are in eV/Å.

Computed properties:
**Total charge**: +2
**E**: -565.4086 hartree
**Highest occupied orbital energy**: -0.69702 hartree
**Energy above the lowest of the compared OMol25 structures with the same formula, charge and spin**: 0.0 kcal per mole

These are the Mulliken partial charges, in e, on atoms 1 to 6: 1.76, -0.57, 0.30, 0.27, -0.60, 0.29

***

Molecular formula: C20H26N2O2
Method: DFT, the ωB97M-V functional and the def2-TZVPD basis

Structure (XYZ):
```
50
Properties=species:S:1:pos:R:3:forces:R:3
C 0.49205 1.50706 -3.45889 0.3 -0.1 -0.2
C -0.36665 1.79286 -2.33905 -0.7 0.1 0.6
C -1.12069 1.96049 -1.41551 0.7 0.2 -0.6
C -1.82693 2.14403 -0.17232 -0.4 0.0 0.3
O -1.47737 2.96761 0.65684 0.2 0.1 0.1
N -2.87937 1.30542 0.01221 0.0 0.1 0.0
C -3.27469 0.27707 -0.92415 -0.2 -0.2 -0.4
C -3.58419 -1.02845 -0.18174 0.2 0.0 0.1
C -2.67403 -1.18550 1.04029 0.1 0.0 0.0
C -1.17765 -1.14768 0.69259 -0.2 -0.3 0.0
C -0.71750 -2.26877 -0.24862 0.0 0.2 -0.1
C 0.58964 -1.86812 -0.91107 -0.3 -0.4 0.0
O 0.59748 -1.48973 -2.07245 -0.2 0.2 -0.3
N 1.72407 -1.91134 -0.17753 0.4 0.0 0.0
C 1.83557 -2.32290 1.19881 -0.1 0.0 0.3
C 2.92936 -1.30376 -0.71993 0.0 0.1 -0.3
C 3.20980 0.02091 -0.05619 0.1 0.0 0.0
C 2.21708 0.99337 -0.03097 0.0 0.0 0.0
C 2.43168 2.20584 0.59714 -0.1 0.0 0.0
C 3.65190 2.46200 1.20140 0.1 0.1 0.1
C 4.64941 1.50239 1.17380 0.1 0.1 0.1
C 4.42761 0.28392 0.55396 -0.1 -0.1 -0.1
C -3.02017 -0.06146 2.03903 0.0 0.0 -0.1
C -3.49757 1.20925 1.31118 0.0 0.2 0.5
H 0.72578 0.44162 -3.44541 0.1 0.0 -0.1
H -0.01172 1.75191 -4.39322 0.0 0.0 -0.1
H 1.41368 2.08293 -3.38249 0.0 0.0 -0.1
H -2.46646 0.12490 -1.64274 -0.1 0.0 0.1
H -4.16284 0.60820 -1.48018 0.1 -0.1 0.0
H -4.61939 -1.02864 0.16580 0.0 0.0 0.0
H -3.47634 -1.86767 -0.86815 -0.1 0.0 0.0
H -2.88482 -2.15396 1.50825 0.0 0.1 0.0
H -0.93258 -0.19099 0.23319 0.1 0.0 0.0
H -0.61538 -1.20746 1.62656 0.0 0.1 0.0
H -1.43124 -2.38952 -1.06328 0.1 0.0 0.0
H -0.64134 -3.22050 0.27835 0.0 0.0 0.0
H 2.77531 -2.86505 1.32595 -0.1 0.0 0.0
H 1.85048 -1.45802 1.86922 0.0 -0.1 0.0
H 1.02100 -2.98213 1.48244 0.0 0.0 0.0
H 3.77095 -1.99041 -0.58420 0.0 0.1 0.0
H 2.75508 -1.16029 -1.79000 0.1 -0.1 0.2
H 1.27030 0.80048 -0.51201 -0.2 0.0 0.0
H 1.64288 2.94271 0.61410 -0.1 0.1 0.0
H 3.82539 3.40799 1.69253 0.0 0.1 0.0
H 5.60302 1.69922 1.64212 0.1 0.0 0.0
H 5.20801 -0.46455 0.54132 0.1 -0.1 0.0
H -3.80763 -0.39309 2.71750 0.0 0.0 0.1
H -2.14078 0.17216 2.64023 0.0 0.0 0.1
H -3.22620 2.10196 1.87705 -0.2 -0.1 -0.1
H -4.58401 1.19369 1.17826 0.1 0.0 0.0
```
Forces are in eV/Å.

Computed properties:
**E**: -1037.6793 hartree
**SMILES**: CC#CC(=O)N1CCC(CCC(=O)N(C)Cc2ccccc2)CC1
**Highest occupied orbital energy**: -0.33087 hartree
**Energy above the lowest of the compared OMol25 structures with the same formula, charge and spin**: 49.1 kcal per mole

These are the Mulliken partial charges, in e, on atoms 1 to 6: -1.38, 0.48, -0.10, 0.87, -0.69, 0.10